Entry from the Open Molecules 2025 dataset: a molecular structure, C36H75AsBiN8OS3Si3 (ωB97M-V with the def2-TZVPD basis set).

Atoms and positions in Å:
H 1.706 3.296 3.125
Si -3.548 -1.101 -2.294
S 0.826 0.590 4.815
H -1.840 1.393 4.138
O -0.306 -2.985 0.240
H -4.264 -2.788 1.088
H -1.184 -6.982 0.584
H -0.722 2.402 -5.339
C 2.438 3.050 -2.531
C 0.025 1.663 -5.626
H 1.395 -1.012 -5.415
H 0.914 -2.604 -1.774
C 3.056 0.004 1.600
C 0.880 -0.570 -4.579
C 2.546 5.472 -3.413
C 0.222 0.646 -4.561
H 4.342 6.088 3.547
H -2.791 4.745 0.301
C 3.795 -0.230 -1.977
H -2.044 -0.203 3.431
C 1.831 2.997 -0.112
H 3.215 0.245 4.466
H 3.563 7.113 -2.433
C 1.148 5.248 2.389
C -2.946 -0.546 -3.991
N -0.155 -5.251 0.066
H 2.982 5.509 4.499
C 2.087 -5.098 1.863
C 2.025 0.214 2.614
N 2.700 3.175 -1.099
C -2.914 -2.813 -1.848
H -1.924 -0.862 -4.202
H 4.883 -0.195 2.817
H 1.930 -2.424 2.480
H 3.512 3.737 -0.878
C 2.270 0.316 3.951
H 2.431 6.256 -1.390
H 2.963 6.001 1.465
C 3.175 6.128 -2.182
N 0.986 -4.149 1.742
H -5.764 -1.409 -3.328
H -3.572 3.639 1.421
H -6.899 -0.459 1.654
As -2.673 0.286 -0.410
H -0.091 -6.402 1.833
C 3.444 5.473 3.512
H 1.180 3.938 -4.023
N 0.004 -0.281 -2.538
H -1.831 1.203 2.370
H -2.805 2.614 -3.309
H -5.894 -0.175 -2.087
C 1.211 -2.434 -2.808
H 4.020 5.551 -1.794
C 2.481 6.002 2.449
N -0.272 0.787 -3.319
C 4.384 -0.159 1.862
C -6.291 -0.447 0.745
H -3.662 -3.354 -1.265
N 2.171 3.408 1.101
H 1.953 -5.776 2.706
C 1.052 -3.045 2.670
C 0.161 -4.084 0.662
H -0.846 1.537 -2.968
H 3.329 5.190 -4.122
H 0.546 5.652 1.569
H 0.800 -3.231 -3.428
H -6.526 -1.353 0.193
H 2.297 -2.495 -2.887
H 3.013 -4.540 2.022
H -5.815 -1.878 -1.638
H -3.063 4.238 -2.707
H 3.760 4.442 3.324
H -1.532 3.454 -2.361
C -2.847 3.698 0.608
H -0.294 1.183 -6.549
H -2.721 -3.399 -2.749
C -0.738 -5.283 -1.264
C -2.605 3.276 -2.462
H 2.202 -5.676 0.952
C -1.527 0.753 3.314
S 5.269 -0.324 0.413
H -1.815 -5.460 -1.221
H -5.611 3.404 -1.591
C 0.722 -1.118 -3.301
H 0.891 4.540 -2.391
H -2.770 -2.127 1.741
N 0.688 0.359 2.285
H -0.283 -6.097 -1.828
C 1.285 3.733 2.219
H 4.225 -1.170 -2.327
H -1.868 3.416 0.993
H 0.155 -2.436 2.583
H -3.907 1.860 2.451
H 2.781 -0.134 -2.358
C -4.506 0.978 2.671
H -4.193 -2.324 2.780
H 0.314 3.283 2.033
H 1.119 -3.435 3.687
C -0.055 0.560 3.344
C -5.429 -1.129 -2.327
Bi -0.052 -0.292 -0.108
H -5.534 1.310 2.818
Si -4.498 -0.334 1.306
H -5.510 1.648 -1.619
C 1.674 4.254 -3.100
Si -3.366 2.633 -0.857
H -6.621 0.407 0.153
H 3.406 2.958 -3.026
S 0.250 2.321 -0.420
H -0.551 -4.345 -1.772
H 0.598 5.422 3.316
H -4.169 0.563 3.622
H -3.023 0.531 -4.143
H 0.962 2.179 -5.843
H 2.257 7.045 2.670
C -3.858 -2.046 1.778
H 1.882 2.133 -2.696
H 0.557 -7.221 0.394
N 2.742 -0.016 0.258
C -5.231 2.535 -1.052
H 4.413 0.570 -2.389
H 1.913 6.207 -3.912
H 3.085 3.835 1.197
C 3.796 -0.178 -0.488
H -3.589 -1.024 -4.733
H -2.000 -2.779 -1.256
H -5.735 2.500 -0.084
C -0.206 -6.534 0.763

As for the charge: +3. As for the HOMO energy: -15.5112 eV. The total energy is -175318.31816 eV. The strongest force on any atom comes out at 0.0496 Eh/bohr. The calculation puts the relative energy (zero: lowest compared OMol25 entry of this formula, charge and spin) at 32.3 kJ/mol.



Entry from the Open Molecules 2025 dataset: a molecular structure, C36H75BeF6N3O12S8 (ωB97M-V with the def2-TZVPD basis set).

Atoms and positions in Å:
H -3.885 -2.242 3.729
H -5.007 1.740 0.740
H 1.493 1.259 3.332
S 2.861 1.534 5.411
C -0.655 -4.766 -3.814
C 1.644 -3.175 -4.253
C 5.040 1.458 -0.499
C 2.774 3.850 -2.814
C -2.617 -0.652 -5.493
H -3.820 0.539 1.060
C 3.305 -1.469 4.199
O -4.384 0.008 -1.776
H 4.468 -3.283 -2.453
H 3.271 5.384 3.007
C 2.715 4.631 2.448
H -1.982 0.597 6.403
O -1.554 -0.304 -4.618
H 1.212 1.592 -0.676
C -3.323 -1.024 5.523
C -3.043 -3.697 0.711
N 2.668 -1.883 5.335
H 2.124 0.124 -0.909
C 4.953 -2.273 5.521
H 0.297 1.552 -2.863
H 6.533 -2.760 1.749
H 1.105 -2.486 -4.903
H -1.305 -5.326 -3.142
H -0.203 3.524 -2.197
H 1.984 0.989 -3.026
H 5.597 2.139 2.128
H 5.377 -3.855 1.555
H 2.790 3.675 2.965
O -2.331 1.599 -2.024
O -1.488 -0.693 0.621
F 2.152 -1.603 1.044
H -0.752 3.770 1.037
O -3.139 -2.929 -2.037
N 1.926 4.411 -3.677
O 6.721 -1.662 -0.902
H 2.137 -3.993 -4.778
H 5.089 2.547 -0.498
H 1.695 4.047 -4.590
H -1.287 -4.158 -4.461
C -1.896 0.286 4.306
S 0.930 5.143 2.216
H -4.686 3.181 -1.086
H -4.996 -3.341 -3.734
H -1.208 1.034 3.939
H 2.743 1.324 7.834
H 2.370 -2.589 -3.688
H 5.330 -1.452 3.529
H 5.862 -2.631 5.982
H -7.368 0.013 -1.879
C 4.596 -1.641 4.299
C 0.313 3.646 1.237
C 3.728 -2.339 6.103
H -1.514 4.066 -3.111
H 1.701 6.226 -0.907
H -5.802 -4.770 -1.717
O -3.520 -1.354 -4.736
H -5.486 0.433 1.752
H 0.174 0.340 1.112
H -5.781 -1.722 -3.431
C -5.375 -4.185 -0.903
H 6.330 0.581 2.146
S -2.333 2.889 -1.170
H 3.051 3.881 -0.665
H 3.345 -2.568 7.087
C -6.869 0.376 -0.981
H -6.455 -2.852 -4.444
H 0.777 2.094 4.725
C 1.191 0.621 -1.172
H -3.981 4.817 -1.174
N -2.510 -0.617 3.476
C -2.278 -1.438 -6.897
H 0.840 0.280 4.662
C -4.742 -1.801 -5.374
C 2.150 0.920 7.014
H -1.173 4.923 -1.605
H -3.316 -4.430 1.469
S 6.057 -3.007 -0.681
C 2.608 4.352 -1.530
H 0.328 2.725 1.819
F -2.235 -2.714 -6.841
H -4.046 3.709 -2.630
C -4.886 0.665 0.872
C 5.391 1.094 2.356
H 4.486 1.059 -1.348
H 1.125 1.289 7.058
H -5.772 -3.170 -0.872
S 4.188 0.721 0.991
H 3.244 2.949 -3.180
F 0.592 -1.908 2.610
H 3.689 -3.575 -0.825
C -0.077 -0.589 0.600
H -0.039 -5.491 -4.346
F 0.559 -2.929 0.705
H 5.031 -2.056 1.255
H -3.496 -2.767 1.056
H 0.600 6.153 -3.558
C 4.346 -2.944 -1.424
C 0.995 0.747 -2.637
H -2.323 -0.737 2.491
C -5.475 -2.463 -4.169
H -3.983 -1.379 6.301
F -1.065 -0.995 -7.219
H -5.549 -4.590 0.094
H 3.988 -1.914 -1.426
C 1.300 5.529 -3.021
C 1.866 5.500 -1.690
O 0.812 6.425 1.377
H -7.465 0.107 -0.109
H 2.170 -0.169 7.064
O 2.998 1.646 1.280
F -3.042 -1.178 -8.019
C -2.366 0.009 5.583
S 0.529 -3.725 -2.865
H -5.454 -1.034 -5.681
H -6.880 1.466 -1.005
H -4.676 -2.460 -6.239
C 1.340 1.215 4.410
C -1.203 3.940 -2.074
H 1.726 -1.758 5.679
H 1.030 3.591 0.418
H 4.852 0.911 3.286
Be -1.979 -0.745 -2.111
O 0.144 -0.278 -0.801
H 6.018 1.016 -0.689
C -3.346 -1.442 4.216
O 2.962 3.074 5.490
C -3.915 3.797 -1.551
C 0.804 -1.763 1.270
H 2.741 -1.054 3.376
H 0.607 -0.131 -3.155
S -3.461 -4.090 -1.049
H -1.988 -3.552 0.945
S -5.256 -0.425 -0.614
O -0.151 -2.413 -2.395
H 3.228 4.380 1.520
H -3.207 0.215 -5.790
C 5.679 -2.917 1.090

As for the charge: 0. As for the HOMO energy: -7.8372 eV. The total energy is -170963.13287 eV. The strongest force on any atom comes out at 0.0898 Eh/bohr.



Question: Among the records above, which one has the lowest HOMO?
Answer: C36H75AsBiN8OS3Si3